The following is a DFT calculation (ωB97M-V/def2-TZVPD) of C3H9N2OP in the gas phase.

Geometry as XYZ:
```
16
Properties=species:S:1:pos:R:3:forces:R:3
C -1.284762 0.492309 -0.670008 0.297 1.595 -1.086
C -0.467062 -0.117800 0.516937 0.151 -1.707 -3.838
C 0.455604 -1.298826 -0.153310 0.084 2.053 2.479
N -0.121800 1.443722 -1.194536 -1.502 -1.025 0.686
N 0.244345 0.966782 1.098389 0.653 -0.002 1.525
O 2.280097 2.084929 -0.240103 -1.216 2.459 0.006
P 0.672501 2.284988 0.120701 -0.012 -0.756 -1.107
H -1.677986 -0.309540 -1.501236 1.295 2.053 2.082
H -2.192630 1.187356 -0.354980 1.704 -1.657 -0.431
H -1.109770 -0.653001 1.125330 -1.324 -0.466 1.950
H 0.834623 -0.843448 -1.012134 0.598 0.564 -1.731
H -0.088518 -2.221231 -0.457841 0.667 0.449 0.979
H 1.357332 -1.235550 0.552211 -1.210 -1.512 -0.810
H -0.331901 1.987294 -2.017147 -0.254 0.119 0.079
H 0.724581 0.819448 2.000601 -0.665 0.179 -0.886
H 2.678243 1.259750 -0.127735 0.734 -2.346 0.103
```
Positions in Å, forces in eV/Å.

* highest occupied orbital energy: -0.3128 Ha
* LUMO level: 0.98 eV
* F_max: 4.203 eV/A
* SMILES: C[C@@H]1CNP(O)N1
* E: -645.8007 Eh
* multiplicity: 1

Need the Löwdin charges? In units of e they are: number 1, C, carries -0.173; number 2, C, carries -0.451; number 3, C, carries -0.057; number 4, N, carries -0.234; number 5, N, carries -0.217; number 6, O, carries -0.313; number 7, P, carries 0.774; number 8, H, carries 0.147; number 9, H, carries 0.118; number 10, H, carries 0.091; number 11, H, carries 0.011; number 12, H, carries 0.078; number 13, H, carries 0.085; number 14, H, carries 0.043; number 15, H, carries 0.102; number 16, H, carries -0.004



The following is a DFT calculation (ωB97M-V/def2-TZVPD) of 2 unconnected molecules or ions with the total composition C3H9N2OP.

Geometry as XYZ:
```
16
Properties=species:S:1:pos:R:3:forces:R:3
C 1.107762 -0.643531 -1.685979 0.536 -0.953 3.574
C 0.803357 -0.198588 -0.425868 0.883 -1.074 -4.433
C 1.326414 -0.576138 0.848880 1.291 2.220 2.268
N -1.552324 -0.636237 1.946684 0.715 0.521 -1.518
N -1.416146 0.986286 -1.487239 1.742 -1.642 0.601
O -0.088308 2.346492 0.326704 -0.112 -1.042 -0.139
P -0.423587 0.975463 -0.153720 -2.526 1.868 0.545
H 0.687539 -0.286221 -2.552562 -1.123 1.055 -1.672
H 1.763043 -1.504736 -1.836719 0.152 0.358 0.258
H 2.395277 -0.497537 1.010912 0.380 0.335 -0.524
H 0.856734 0.209564 1.520370 0.960 -1.450 0.202
H 1.116563 -1.546588 1.131645 -1.060 -1.982 0.800
H -0.675615 -0.462254 2.430556 0.046 -0.069 0.248
H -2.177598 0.037226 2.371179 -0.340 0.399 0.041
H -1.679136 0.078677 -1.840582 -0.289 0.150 -0.049
H -2.043975 1.718122 -1.604260 -1.255 1.307 -0.204
```
Positions in Å, forces in eV/Å.

* highest occupied orbital energy (alpha / beta): -0.3550 / -0.2872 Ha
* LUMO level (alpha / beta): -0.49 / -0.37 eV
* F_max: 4.646 eV/A
* E: -645.7067 Eh
* multiplicity: 1

Need the Löwdin charges? In units of e they are: number 1, C, carries 0.069; number 2, C, carries -0.475; number 3, C, carries -0.153; number 4, N, carries -0.009; number 5, N, carries -0.064; number 6, O, carries -0.338; number 7, P, carries 0.709; number 8, H, carries 0.022; number 9, H, carries 0.077; number 10, H, carries 0.096; number 11, H, carries 0.056; number 12, H, carries 0.066; number 13, H, carries -0.088; number 14, H, carries -0.065; number 15, H, carries 0.063; number 16, H, carries 0.033



The following is a DFT calculation (ωB97M-V/def2-TZVPD) of a gas-phase ion, C3H9N2OS (charge +1).

Geometry as XYZ:
```
16
Properties=species:S:1:pos:R:3:forces:R:3
C 1.610134 0.414034 0.156710 1.214 -1.768 4.641
C -0.017132 0.305123 1.905248 -2.919 0.270 2.831
C -1.194499 -0.920104 -1.447413 0.510 -0.806 2.452
N 0.458419 0.961428 -2.371370 -2.681 0.332 4.023
N 0.433902 0.442943 0.627314 1.360 -0.132 -3.192
O -1.640688 1.597550 -0.501608 -1.308 1.105 1.093
S -0.633008 0.709714 -0.903807 2.260 0.383 -6.942
H 1.556258 0.436346 -0.842215 1.263 0.533 -4.080
H 2.520747 0.124020 0.733252 -0.879 0.731 -0.199
H -0.512303 1.194721 2.259336 -0.041 0.813 -0.169
H 0.701040 0.087123 2.630806 1.672 -0.443 0.740
H -0.823528 -0.406629 2.060242 0.024 -0.548 -0.668
H -0.234808 -1.402695 -1.543063 0.363 -0.337 -0.738
H -1.611054 -1.474498 -0.541960 -0.291 0.936 -1.382
H -1.752407 -0.897580 -2.401122 0.146 0.303 0.831
H 0.709947 1.998500 -2.492640 -0.694 -1.374 0.758
```
Positions in Å, forces in eV/Å.

* highest occupied orbital energy: -0.5160 Ha
* LUMO level: -5.20 eV
* F_max: 7.310 eV/A
* charge: +1
* SMILES: C=[N+](C)[S@](C)(=N)=O
* E: -702.1885 Eh
* multiplicity: 1

Need the Löwdin charges? In units of e they are: number 1, C, carries 0.141; number 2, C, carries -0.051; number 3, C, carries -0.135; number 4, N, carries -0.155; number 5, N, carries -0.195; number 6, O, carries -0.287; number 7, S, carries 0.872; number 8, H, carries -0.007; number 9, H, carries 0.167; number 10, H, carries 0.124; number 11, H, carries 0.103; number 12, H, carries 0.127; number 13, H, carries 0.051; number 14, H, carries 0.102; number 15, H, carries 0.102; number 16, H, carries 0.043



The following is a DFT calculation (ωB97M-V/def2-TZVPD) of C3H9N2P in the gas phase.

Geometry as XYZ:
```
15
Properties=species:S:1:pos:R:3:forces:R:3
C 0.074647 0.392539 -1.620154 0.168 0.244 1.352
C -0.894972 0.399688 -0.364376 2.383 -2.784 -1.480
C -0.599087 -0.588420 1.845227 0.956 -1.207 0.489
N 1.479996 0.585817 -1.082640 -0.622 2.972 -0.911
N -0.098443 -0.547041 0.490043 -0.832 1.551 0.556
P 1.596727 -0.325064 0.288122 0.435 -1.895 0.747
H 0.105971 -0.630721 -2.042816 -0.418 0.916 -0.545
H -0.153530 1.296425 -2.173091 -0.092 -0.572 -1.108
H -0.924910 1.444281 -0.135555 -0.397 0.673 1.196
H -1.875974 -0.116595 -0.452710 0.477 0.877 -0.488
H -1.581643 -0.205907 1.727887 -1.008 0.369 1.030
H -0.628294 -1.621269 2.227595 -0.320 0.097 -0.255
H 0.040766 -0.096604 2.598596 -0.426 0.574 -0.328
H 1.756898 1.610272 -0.915581 -0.821 -2.113 -0.460
H 1.701848 -1.597400 -0.390546 0.515 0.298 0.202
```
Positions in Å, forces in eV/Å.

* highest occupied orbital energy: -0.2981 Ha
* LUMO level: 0.97 eV
* F_max: 3.952 eV/A
* SMILES: CN1CCNP1
* E: -570.5195 Eh
* multiplicity: 1

Need the Löwdin charges? In units of e they are: number 1, C, carries -0.237; number 2, C, carries -0.206; number 3, C, carries -0.185; number 4, N, carries -0.340; number 5, N, carries -0.451; number 6, P, carries 0.790; number 7, H, carries 0.105; number 8, H, carries 0.095; number 9, H, carries 0.089; number 10, H, carries 0.123; number 11, H, carries 0.053; number 12, H, carries 0.073; number 13, H, carries 0.061; number 14, H, carries 0.093; number 15, H, carries -0.065



The following is a DFT calculation (ωB97M-V/def2-TZVPD) of 2 unconnected molecules or ions with the total composition C3H9N2S.

Geometry as XYZ:
```
15
Properties=species:S:1:pos:R:3:forces:R:3
C -2.715809 -0.593353 -0.290560 -2.188 0.016 -6.368
C -2.671968 -0.461545 1.087253 -0.099 3.263 0.357
C 1.590254 0.085734 0.110741 -0.651 1.321 3.242
N -3.183044 -0.726655 -1.380830 2.126 0.167 6.192
N 2.584155 0.475937 -1.035645 -0.839 0.010 2.165
S 0.222497 -0.882148 -0.528295 0.547 0.229 -0.193
H -1.727749 -0.704490 1.382340 2.507 -1.035 1.256
H -2.847322 0.608609 1.409366 -0.018 -1.017 -0.632
H -3.425180 -1.062412 1.424754 -2.026 -1.735 1.473
H 2.249062 -0.485316 0.974087 -1.463 1.459 -2.442
H 1.165606 1.102223 0.601628 1.417 -2.209 -1.151
H -3.210630 -0.429029 -2.300305 0.010 0.295 -2.194
H 2.458158 -0.355193 -1.600903 1.061 -0.418 -0.587
H 2.308574 1.280609 -1.558817 -0.834 0.571 -0.507
H 3.454798 0.753158 -0.577129 0.448 -0.916 -0.612
```
Positions in Å, forces in eV/Å.

* highest occupied orbital energy: -0.4092 Ha
* LUMO level: -3.88 eV
* F_max: 6.734 eV/A
* charge: +1
* E: -627.0392 Eh
* multiplicity: 1

Need the Löwdin charges? In units of e they are: number 1, C, carries -0.118; number 2, C, carries -0.015; number 3, C, carries -0.718; number 4, N, carries 0.357; number 5, N, carries 0.101; number 6, S, carries 0.384; number 7, H, carries 0.026; number 8, H, carries 0.167; number 9, H, carries 0.096; number 10, H, carries 0.122; number 11, H, carries 0.099; number 12, H, carries 0.115; number 13, H, carries 0.101; number 14, H, carries 0.131; number 15, H, carries 0.154



The following is a DFT calculation (ωB97M-V/def2-TZVPD) of C3H9N3 in the gas phase.

Geometry as XYZ:
```
15
Properties=species:S:1:pos:R:3:forces:R:3
C -2.446379 0.028911 -0.016265 -0.708 -0.367 3.017
C -0.032480 0.047038 -0.091352 1.093 -0.379 1.045
C 2.514679 0.017695 0.136231 -0.007 -0.749 0.503
H -3.280480 -0.633453 0.333421 0.578 0.494 -0.755
H -2.576256 0.390437 -1.001330 -0.203 0.154 -1.181
H -2.592530 0.960786 0.680256 0.847 -1.747 -1.028
H -1.288618 -1.784267 0.071350 0.767 1.780 0.040
H -0.725086 1.894127 0.337106 1.772 -1.723 -1.712
H 1.152805 -1.589727 -0.813147 0.551 4.054 2.980
H 2.567028 0.270621 1.289004 0.199 -0.531 -2.326
H 2.720716 0.991230 -0.455603 -0.224 -1.878 0.741
H 3.129801 -0.944679 -0.144467 -0.149 2.587 0.756
N -1.190613 -0.746943 0.176599 -0.318 1.531 -0.581
N 0.087300 1.322594 -0.146304 -2.665 1.785 1.812
N 1.200128 -0.592356 -0.097191 -1.533 -5.012 -3.309
```
Positions in Å, forces in eV/Å.

* highest occupied orbital energy: -0.3184 Ha
* LUMO level: 0.83 eV
* F_max: 6.198 eV/A
* SMILES: CNC(=N)NC
* E: -283.8886 Eh
* multiplicity: 1

Need the Löwdin charges? In units of e they are: number 1, C, carries -0.135; number 2, C, carries -0.581; number 3, C, carries -0.154; number 4, H, carries 0.082; number 5, H, carries 0.052; number 6, H, carries 0.097; number 7, H, carries 0.135; number 8, H, carries 0.080; number 9, H, carries 0.215; number 10, H, carries 0.102; number 11, H, carries 0.082; number 12, H, carries 0.096; number 13, N, carries -0.027; number 14, N, carries 0.087; number 15, N, carries -0.130



The following is a DFT calculation (ωB97M-V/def2-TZVPD) of C3H9N3 in the gas phase.

Geometry as XYZ:
```
15
Properties=species:S:1:pos:R:3:forces:R:3
C 0.557563 -1.078435 0.245769 -2.672 -0.882 -0.051
N -1.254968 0.275252 -0.134035 -0.387 1.806 0.123
C 0.171214 0.312701 -0.100052 -0.076 1.271 0.158
N -2.058554 0.946951 0.829700 -0.454 0.774 -0.788
N 1.580841 -1.656804 -0.596130 -0.101 -0.276 0.107
C 0.928432 1.411792 -0.234877 -0.374 -0.803 -0.668
H -1.708824 -0.170698 -0.928699 -0.115 0.325 0.815
H -2.316203 1.871107 0.480779 0.074 -0.054 0.056
H -1.522318 1.142690 1.675380 0.147 -0.549 -0.347
H 1.699548 -2.640451 -0.376246 0.074 0.116 -0.055
H 1.311942 -1.593417 -1.574031 0.041 -0.019 0.153
H 0.805414 -1.173084 1.307914 0.193 -0.002 -0.133
H -0.718764 -1.307912 0.206568 3.771 -1.802 0.112
H 0.518410 2.328680 -0.640408 -0.060 0.066 0.288
H 2.006265 1.331629 -0.161633 -0.061 0.029 0.230
```
Positions in Å, forces in eV/Å.

* highest occupied orbital energy: -0.2771 Ha
* LUMO level: 1.10 eV
* F_max: 4.181 eV/A
* SMILES: C=C(CN)NN
* E: -283.8364 Eh
* multiplicity: 1

Need the Löwdin charges? In units of e they are: number 1, C, carries -0.288; number 2, N, carries -0.182; number 3, C, carries -0.390; number 4, N, carries 0.009; number 5, N, carries 0.000; number 6, C, carries 0.061; number 7, H, carries 0.132; number 8, H, carries 0.062; number 9, H, carries 0.081; number 10, H, carries 0.063; number 11, H, carries 0.069; number 12, H, carries 0.109; number 13, H, carries 0.163; number 14, H, carries 0.054; number 15, H, carries 0.058



The following is a DFT calculation (ωB97M-V/def2-TZVPD) of 2 unconnected molecules or ions with the total composition C3H9N3.

Geometry as XYZ:
```
15
Properties=species:S:1:pos:R:3:forces:R:3
C 0.841841 -0.845162 1.037291 -0.358 0.094 0.198
C 0.087717 -0.677566 -0.245228 -0.160 1.039 -0.607
N -1.550212 -0.419455 0.074035 0.866 0.578 0.338
N 0.377549 -1.339877 -1.292721 -0.124 -0.166 -0.155
H -2.168228 -0.719082 -0.676099 0.239 0.010 -0.033
H -1.831218 -0.853541 0.953720 -0.115 0.340 -0.046
H -0.282949 -1.236049 -2.058759 0.136 0.055 0.031
H 1.905753 -0.882397 0.815213 -0.069 -0.001 -0.124
H 0.553281 -1.788756 1.512337 0.008 0.065 -0.001
H 0.672104 -0.003127 1.707697 -0.024 -0.036 0.035
C 0.258741 1.402101 -0.543832 0.546 -0.765 0.174
N 0.809765 2.131556 0.339754 -0.146 -0.025 -0.122
H 1.274593 2.968361 -0.033800 -0.094 -0.129 -0.043
H 0.352658 1.622381 -1.630475 -0.050 0.082 0.044
H -1.301394 0.640614 0.040866 -0.653 -1.140 0.311
```
Positions in Å, forces in eV/Å.

* highest occupied orbital energy: -0.2609 Ha
* LUMO level: 0.58 eV
* F_max: 1.351 eV/A
* E: -283.8160 Eh
* multiplicity: 1

Need the Löwdin charges? In units of e they are: number 1, C, carries -0.076; number 2, C, carries -0.549; number 3, N, carries 0.142; number 4, N, carries 0.064; number 5, H, carries 0.115; number 6, H, carries 0.114; number 7, H, carries 0.028; number 8, H, carries 0.088; number 9, H, carries 0.080; number 10, H, carries 0.060; number 11, C, carries -0.235; number 12, N, carries -0.011; number 13, H, carries 0.028; number 14, H, carries 0.050; number 15, H, carries 0.102